{"formula": "C3H8OS2", "method": "the ωB97M-V functional and the def2-TZVPD basis", "total_energy_ha": -990.705186, "smiles": "C1CSCS1.O", "charge": 0, "symbols": ["S", "S", "O", "C", "C", "C", "H", "H", "H", "H", "H", "H", "H", "H"], "coordinates": [[1.9609, -0.5722, 0.4875], [-0.8442, 0.0483, -0.3864], [-3.0488, -0.3992, 1.8241], [1.8498, 0.5649, -0.8827], [0.2576, -1.1415, 0.5141], [0.4471, 1.2205, -0.8730], [-3.5286, -1.1605, 1.4260], [0.3470, 2.1156, -0.2293], [2.7002, 1.2706, -0.8172], [0.1957, 1.5208, -1.9084], [1.9927, -0.0510, -1.7913], [-2.5875, 0.0269, 1.0665], [0.0108, -1.3254, 1.5775], [0.2472, -2.1178, -0.0075]], "atomic_forces_ev_per_a": [[0.438, 0.223, 0.981], [0.872, -0.768, 0.268], [-0.251, -0.561, -0.921], [-0.376, -0.301, -0.696], [-0.029, -0.815, -0.241], [0.192, 0.818, -0.549], [0.490, 0.852, 0.417], [0.468, -0.535, -0.264], [-0.647, -0.191, 0.050], [0.106, -0.022, 0.506], [-0.239, 0.620, 0.173], [-0.386, -0.310, 0.718], [-0.252, 0.419, -0.636], [-0.387, 0.571, 0.194]]}

***

{"formula": "C2H4O2", "method": "the ωB97M-V functional and the def2-TZVPD basis", "total_energy_ha": -229.010533, "smiles": "O=CCO", "charge": 0, "symbols": ["O", "O", "C", "C", "H", "H", "H", "H"], "coordinates": [[0.2428, 0.6271, -1.2581], [-0.2752, 0.6025, 1.2419], [-0.0481, -0.5083, -0.8701], [-0.0225, -0.6803, 0.6738], [0.5046, 1.2955, 0.6512], [-0.6612, -1.4421, 1.2494], [-0.1987, -1.4598, -1.4936], [1.0379, -1.0992, 0.9004]], "atomic_forces_ev_per_a": [[-0.744, -2.792, -0.280], [4.124, 2.000, -2.308], [0.710, 0.894, 0.752], [0.438, -0.365, 1.024], [-3.839, -3.089, 2.500], [0.327, 1.113, -1.519], [0.167, 1.451, 0.218], [-1.184, 0.788, -0.388]]}

***

{"formula": "C5H5N5O", "method": "the ωB97M-V functional and the def2-TZVPD basis", "total_energy_ha": -542.521175, "smiles": "ONc1ncnc2[nH]cnc12", "charge": 0, "symbols": ["O", "N", "N", "N", "N", "N", "C", "C", "C", "C", "C", "H", "H", "H", "H", "H"], "coordinates": [[0.0552, 3.2633, 0.9756], [0.3164, 2.2893, -0.0283], [0.2820, -0.0503, -1.8870], [-0.0451, 0.7342, 1.6719], [-0.4427, -1.5687, 1.2462], [-0.0176, -2.1463, -1.1648], [0.1274, -0.0642, -0.5072], [-0.4111, -0.5354, 2.0277], [0.3517, -1.3074, -2.1956], [-0.1908, -1.3342, -0.0096], [0.1654, 1.0221, 0.3744], [0.0303, 2.5495, -0.9668], [-0.7054, -0.6169, 3.1065], [-0.0611, -3.1840, -1.2009], [-0.0078, 2.6612, 1.7432], [0.5532, -1.7122, -3.1853]], "atomic_forces_ev_per_a": [[0.179, -0.579, -0.865], [0.350, 0.728, 0.518], [1.397, -0.120, 0.413], [-0.464, 0.068, 0.026], [-0.933, -2.156, 1.041], [-0.025, -0.948, 1.381], [-0.912, 0.042, -0.899], [0.546, 2.069, 0.836], [-1.229, -0.468, -0.141], [1.829, 1.339, -2.868], [-0.983, -1.556, 0.604], [0.041, 0.055, 0.427], [0.445, -0.238, -1.181], [0.067, 1.414, 0.089], [-0.180, 0.190, 0.373], [-0.130, 0.160, 0.247]]}